A molecular structure, C43H45I2LuNO2PSi in a non-equilibrium geometry. Source: OMol25; level of theory: ωB97M-V/def2-TZVPD.

```
! wB97M-V def2-TZVPD RIJCOSX def2/J DEFGRID3
* xyz 2 1
Lu 1.559 -16.589 -9.589
C 1.064 -21.430 -9.010
C -0.270 -20.790 -8.653
C -0.945 -21.025 -7.457
C -2.032 -20.241 -7.103
C -2.485 -19.253 -8.000
C -1.879 -19.042 -9.240
C -0.754 -19.829 -9.568
H 1.025 -22.529 -9.197
H 1.868 -21.252 -8.235
H 1.371 -20.949 -9.910
H -0.457 -21.833 -6.847
H -2.588 -20.375 -6.189
H -3.418 -18.675 -7.863
H -2.124 -18.240 -9.929
H -0.219 -19.640 -10.472
I 3.905 -15.261 -9.364
C 2.372 -14.214 -7.636
I 0.286 -14.297 -6.963
H 2.638 -13.230 -8.019
H 2.830 -14.445 -6.717
O 1.516 -18.309 -8.407
N 3.105 -18.249 -10.810
C 3.390 -19.263 -9.959
C 4.271 -20.255 -10.438
C 4.655 -21.463 -9.785
C 5.523 -22.303 -10.389
C 6.156 -21.961 -11.557
C 5.753 -20.818 -12.271
C 4.784 -19.934 -11.754
P 4.170 -18.322 -12.229
C 3.619 -18.480 -13.908
C 3.620 -19.742 -14.573
C 3.375 -19.831 -15.960
C 3.011 -18.718 -16.724
C 2.887 -17.463 -16.061
C 3.263 -17.371 -14.696
C 5.512 -17.070 -12.161
C 5.511 -15.819 -12.876
C 6.422 -14.812 -12.642
C 7.538 -15.082 -11.822
C 7.652 -16.269 -11.108
C 6.643 -17.245 -11.280
H 1.209 -18.009 -7.532
H 2.912 -19.361 -8.970
H 4.205 -21.685 -8.844
H 5.650 -23.232 -9.883
H 6.986 -22.649 -11.856
H 6.255 -20.708 -13.269
H 3.774 -20.641 -13.906
H 3.451 -20.832 -16.431
H 2.963 -18.869 -17.788
H 2.603 -16.540 -16.539
H 3.039 -16.423 -14.235
H 4.744 -15.653 -13.634
H 6.315 -13.870 -13.140
H 8.349 -14.363 -11.809
H 8.402 -16.420 -10.350
H 6.643 -18.175 -10.656
C -2.323 -16.874 -14.423
C -0.854 -16.857 -13.855
C 0.026 -16.187 -14.998
C -0.344 -18.283 -13.564
Si -0.773 -15.807 -12.233
O 0.300 -16.477 -11.243
C -2.399 -15.389 -11.293
C -2.407 -14.209 -10.501
C -3.527 -13.831 -9.783
C -4.756 -14.477 -10.015
C -4.781 -15.631 -10.789
C -3.598 -16.172 -11.265
C -0.264 -14.001 -12.876
C 1.056 -13.537 -12.932
C 1.342 -12.293 -13.540
C 0.405 -11.795 -14.497
C -0.893 -12.304 -14.472
C -1.245 -13.279 -13.586
H -2.397 -16.727 -15.507
H -2.934 -16.128 -13.949
H -2.837 -17.851 -14.173
H -0.002 -16.831 -15.877
H 1.045 -16.225 -14.655
H -0.417 -15.188 -15.186
H -0.579 -18.902 -14.454
H -0.817 -18.751 -12.730
H 0.712 -18.381 -13.347
H -1.525 -13.522 -10.525
H -3.464 -12.980 -9.100
H -5.704 -14.080 -9.598
H -5.732 -16.199 -10.962
H -3.623 -17.102 -11.840
H 1.856 -14.057 -12.321
H 2.326 -11.851 -13.413
H 0.574 -11.009 -15.214
H -1.604 -11.936 -15.208
H -2.285 -13.438 -13.386
*
```

Summary:
HOMO: -12.62 eV
LUMO energy: -8.33 eV
strongest force on any atom: 4.1 eV/Å
E: -117881.096 eV
energy relative to the best compared isomer or geometry (same formula, charge and spin): 184.5 kJ/mol

Atomic partial charges in e from the Löwdin method, atoms 1 to 6: atom 1 (Lu): 1.208, atom 2 (C): -0.064, atom 3 (C): -0.284, atom 4 (C): -0.052, atom 5 (C): -0.072, atom 6 (C): -0.087